{
  "formula": "C2H3ClF2",
  "method": "the ωB97M-V functional and the def2-TZVPD basis",
  "relative_energy_kcal_mol": 60.54,
  "homo_lumo_gap_ev": 11.567,
  "e_homo_ev": -10.79,
  "lumo_ev": 0.778,
  "species": ["C", "C", "H", "H", "H", "F", "F", "Cl"],
  "xyz": [[-0.83350, 0.17637, -0.16148], [0.65298, 0.12956, 0.25389], [-0.78673, 0.31157, -1.19803], [-1.72294, 0.93016, -0.05844], [0.84796, -0.17081, 1.48254], [-1.23810, -1.16442, -0.01700], [1.50818, 1.21421, -0.15565], [1.57214, -1.42663, -0.14582]],
  "forces_ev_per_angstrom": [[-0.4111, -0.7248, -1.4815], [2.7635, -0.3900, 4.9773], [0.4519, -0.0395, -2.1300], [2.0501, -1.1171, 1.7524], [-1.1036, 2.2039, -3.2651], [-0.5305, 1.0689, 0.5657], [-2.4000, -1.8717, 0.6429], [-0.8204, 0.8704, -1.0616]],
  "lowdin_charge": [-0.184, -0.589, 0.081, 0.170, 0.146, -0.101, -0.090, 0.566]
}

{
  "formula": "C11H10N2",
  "method": "the ωB97M-V functional and the def2-TZVPD basis",
  "relative_energy_kcal_mol": 152.98,
  "homo_lumo_gap_ev": 8.897,
  "e_homo_ev": -8.50,
  "lumo_ev": 0.396,
  "species": ["C", "C", "C", "C", "C", "C", "C", "C", "C", "C", "C", "H", "H", "H", "H", "H", "H", "H", "H", "H", "H", "N", "N"],
  "xyz": [[-1.52411, 1.16191, -1.82729], [-2.72275, 0.22239, -1.35131], [-2.70299, -0.51565, -0.26664], [-1.43529, -0.19616, 0.57106], [-0.30237, 0.21797, 0.09357], [-0.34044, 1.01188, -1.06800], [0.99053, -0.37350, 0.61591], [1.01917, -1.46693, 1.31568], [2.14025, -1.96583, 2.18220], [3.16671, -1.06404, 2.13255], [2.30499, 0.34647, 0.53060], [-0.91725, 2.30398, -3.28096], [-2.34588, 2.88819, -3.02109], [-3.50444, -0.05267, -2.26064], [-3.68291, -0.99986, 0.07355], [-1.19241, -0.48954, 1.68997], [0.60534, 1.72197, -1.36902], [-0.01281, -2.03416, 1.54375], [2.45166, -2.59853, 2.98669], [4.10296, -1.25849, 2.66962], [2.33879, 1.28580, -0.23017], [-1.70404, 1.79359, -3.17909], [3.26728, 0.06121, 1.44905]],
  "forces_ev_per_angstrom": [[-1.6356, -2.7229, 1.0389], [0.7183, 1.7902, -6.8657], [1.2691, 1.5057, 4.2772], [-4.3950, -3.9067, 3.7556], [3.2153, 0.5141, -2.3858], [0.5049, 3.3015, -3.5072], [2.4445, 5.0950, -1.7371], [-2.1192, -6.9231, 5.7996], [-0.1556, 3.7371, -2.5330], [1.3679, -0.5893, 0.7824], [-1.3740, 0.6920, 1.0115], [4.0710, 1.5691, -1.0247], [1.6328, -4.4658, -0.3125], [1.7803, 1.2360, 2.5810], [2.0785, 0.2995, -0.1835], [-1.7429, -0.2651, -2.2178], [-2.3113, -2.1405, 0.5705], [2.4055, 1.1826, -0.9653], [-1.6478, -1.6420, -0.0920], [-0.4868, -0.0483, 0.3762], [0.4821, -2.2566, 2.2776], [-4.8084, 2.1297, 3.6497], [-1.2935, 1.9077, -4.2956]],
  "lowdin_charge": [-0.240, -0.091, -0.072, -0.058, -0.284, -0.020, -0.187, -0.059, -0.008, -0.237, -0.026, -0.036, 0.205, 0.151, 0.125, 0.141, 0.148, 0.146, 0.093, 0.104, 0.138, 0.026, 0.041]
}

{
  "formula": "C2H2N4",
  "method": "the ωB97M-V functional and the def2-TZVPD basis",
  "relative_energy_kcal_mol": 85.00,
  "homo_lumo_gap_ev": 10.044,
  "e_homo_ev": -9.27,
  "lumo_ev": 0.772,
  "species": ["C", "N", "N", "N", "N", "C", "H", "H"],
  "xyz": [[0.59851, 0.34556, 0.23222], [-0.03553, 1.07664, -0.86562], [-0.71224, 0.28059, -1.52650], [-1.29900, -0.48085, -2.12346], [0.35560, -1.18388, 0.32369], [-0.05837, -0.42399, 1.23802], [1.54820, 0.82743, 0.46060], [-0.39717, -0.44150, 2.26104]],
  "forces_ev_per_angstrom": [[0.2440, 0.0839, -0.0622], [-0.4699, -0.4316, 0.1434], [-0.6904, -0.9405, -0.8050], [0.6042, 1.1770, 0.6054], [0.5312, 0.8536, 0.4589], [0.1971, 0.0983, 0.0080], [0.1325, -0.5678, -0.2954], [-0.5486, -0.2731, -0.0530]],
  "lowdin_charge": [-0.302, 0.050, -0.245, 0.226, 0.165, -0.115, 0.113, 0.108]
}